Entry 1:
Formula: C31H46F16IN2O4
Source: the Open Molecules 2025 dataset
Level of theory: ωB97M-V with the def2-TZVPD basis set

Summary:
LUMO level, eV: -4.39
HOMO level, eV: -10.96
Frontier orbital gap, eV: 6.6
Total charge: +1
Energy above the lowest of the compared OMol25 structures with the same formula, charge and spin, kJ/mol: 0.0

Element x y z (Å)
C: 5.182245 -4.702191 1.605487
C: 4.997623 -4.037464 0.249271
O: 6.025006 -4.465680 -0.626458
C: 5.832256 -4.096823 -1.971796
C: 7.175725 -3.728669 -2.577015
C: 7.689749 -2.363200 -2.111256
C: 7.421964 -1.174022 -3.042833
C: 6.071657 -1.158519 -3.755491
C: 4.891309 -0.773394 -2.912241
C: 4.941926 -0.484643 -1.566535
C: 3.746643 -0.164123 -0.910671
I: 3.761166 0.267634 1.125262
N: 2.576691 -0.111938 -1.494222
N: 2.555555 -0.379856 -2.794712
C: 1.201906 -0.334633 -3.405293
C: 0.439095 0.943147 -3.059554
C: -0.949225 0.680676 -2.474786
C: -0.971366 -0.232976 -1.253215
C: -2.354296 -0.263651 -0.588789
C: -3.296666 -1.276809 -1.253432
C: -4.785752 -0.924636 -1.085895
C: -5.697361 -2.115587 -0.766500
C: -6.414294 -2.713193 -1.959827
O: -5.570222 -3.640689 -2.617309
C: -6.256285 -4.529081 -3.470487
C: 3.621192 -0.696176 -3.499603
H: 4.209668 -4.890328 2.051801
H: 5.721380 -4.051490 2.286645
H: 5.713975 -5.638792 1.488798
H: 4.019059 -4.294776 -0.161926
H: 5.062754 -2.948362 0.356490
H: 5.367306 -4.909614 -2.532238
H: 5.166903 -3.226625 -2.004436
H: 7.889569 -4.485514 -2.259498
H: 7.118232 -3.809330 -3.661950
H: 7.303610 -2.171723 -1.110009
H: 8.767060 -2.438455 -1.985690
H: 8.198891 -1.091261 -3.795191
H: 7.478094 -0.256783 -2.454515
H: 6.121425 -0.436215 -4.572764
H: 5.842748 -2.115242 -4.224241
H: 5.858443 -0.519567 -1.003167
H: 0.701984 -1.234214 -3.061018
H: 1.345209 -0.423370 -4.476464
H: 0.310402 1.495727 -3.988990
H: 1.015427 1.585774 -2.400691
H: -1.405396 1.630511 -2.209196
H: -1.566923 0.232684 -3.254601
H: -0.759381 -1.260717 -1.557514
H: -0.198985 0.051098 -0.538728
H: -2.240603 -0.547177 0.454164
H: -2.807517 0.723598 -0.654115
H: -3.061894 -1.347818 -2.316479
H: -3.125696 -2.262723 -0.826833
H: -4.869622 -0.210794 -0.267452
H: -5.150090 -0.411143 -1.974001
H: -5.140751 -2.902583 -0.263035
H: -6.468181 -1.777602 -0.079519
H: -7.328827 -3.213920 -1.628529
H: -6.714498 -1.925037 -2.657278
H: -6.542624 -5.434468 -2.935464
H: -7.157301 -4.076697 -3.887237
H: -5.603600 -4.783780 -4.300142
H: 3.479395 -0.890838 -4.550426
C: 2.978172 5.727722 4.224334
C: 3.833883 6.280950 3.075628
C: 3.160515 7.198888 2.051473
F: 2.183474 6.545530 1.390062
F: 4.090595 7.589368 1.152740
F: 4.461618 5.267861 2.438145
F: 4.783633 7.059654 3.666250
O: 2.489139 4.407913 4.076978
C: 1.283209 4.126168 3.515083
C: 1.457139 3.266806 2.259818
F: 2.213592 3.899274 1.340409
F: 0.246088 3.020305 1.712733
F: 0.556270 5.222809 3.261471
F: 0.587585 3.366523 4.390769
H: 3.664613 5.661189 5.066560
H: 2.189918 6.424323 4.509141
H: 2.743980 8.083002 2.540640
H: 1.933200 2.318827 2.515056
C: -7.673230 2.218117 3.003804
C: -7.624012 0.996103 2.075824
C: -8.186881 -0.328736 2.596881
F: -7.497343 -0.767752 3.665721
F: -8.072388 -1.253713 1.612832
F: -6.367350 0.809909 1.615847
F: -8.417230 1.308235 1.009346
O: -6.486698 2.549663 3.693836
C: -6.187498 2.048516 4.925820
C: -4.873338 1.259980 4.895095
F: -4.958543 0.234782 4.023750
F: -4.639209 0.760833 6.126183
F: -7.189214 1.320749 5.440644
F: -5.976624 3.095961 5.753478
H: -7.831206 3.061264 2.333248
H: -8.534787 2.175168 3.670368
H: -9.241894 -0.224467 2.862343
H: -4.053763 1.918752 4.602354

Cartesian forces (eV/Å) of the 6 atoms listed first:
-0.2 0.4 -0.1
0.2 -0.3 0.1
0.1 0.0 0.1
0.2 0.3 0.0
0.0 -0.1 0.1
0.2 -0.2 -0.2

=====

Entry 2:
Formula: C25H33BF4N3O6PSV
Source: the Open Molecules 2025 dataset
Level of theory: ωB97M-V with the def2-TZVPD basis set

Summary:
LUMO level (alpha / beta), eV: -0.64 / -0.64
HOMO level (alpha / beta), eV: -7.10 / -8.36
2S+1: 4
Frontier orbital gap (alpha / beta), eV: 6.5 / 7.7
Energy above the lowest of the compared OMol25 structures with the same formula, charge and spin, kJ/mol: 56.6

Element x y z (Å)
V: -0.153307 0.860302 -0.803512
O: 1.540627 0.955237 -1.567948
C: 1.852869 1.304463 -2.727673
C: 0.997417 1.924764 -3.670232
C: 1.549661 2.419130 -4.857835
C: 0.781271 3.152185 -5.724995
C: -0.564733 3.452623 -5.414129
C: -1.144269 2.935963 -4.297887
C: -0.413110 2.100440 -3.397744
O: -0.999168 1.521641 -2.435603
N: 1.354918 3.632839 -6.954895
O: 2.511448 3.330636 -7.210000
O: 0.656955 4.312565 -7.689708
H: 2.897419 1.166372 -3.034463
H: 2.595066 2.248518 -5.078815
H: -1.105322 4.096895 -6.092126
H: -2.172909 3.148562 -4.041419
C: 0.785406 -2.021756 -2.252195
O: -0.254607 -1.134230 -1.882239
C: -1.527350 -1.772052 -1.778294
C: -2.521107 -0.704878 -1.344502
O: -2.008145 -0.058483 -0.187720
C: -2.681474 -0.367467 1.020362
H: 0.630546 -2.379917 -3.274689
H: 0.835797 -2.873013 -1.569880
H: 1.722140 -1.472591 -2.202105
H: -1.466847 -2.571505 -1.034817
H: -1.820059 -2.194136 -2.747287
H: -3.499333 -1.154179 -1.161021
H: -2.601909 0.053572 -2.122383
H: -3.665281 0.111248 1.027016
H: -2.085239 0.043410 1.830896
H: -2.775547 -1.442702 1.146967
C: 2.709100 -0.652510 1.021422
P: 1.368370 0.597722 1.106016
C: 0.990381 0.543075 2.899357
C: 2.342570 2.148065 1.011395
C: 3.412557 2.290812 0.127456
C: 3.951750 3.541212 -0.130512
C: 3.452754 4.664513 0.513206
C: 2.444990 4.522308 1.453391
C: 1.883368 3.277048 1.687082
H: 3.049386 -0.746134 -0.008983
H: 2.316773 -1.613665 1.343144
H: 3.539378 -0.361724 1.665318
H: 1.886590 0.800238 3.464742
H: 0.662716 -0.465941 3.154022
H: 0.193767 1.246434 3.130250
H: 3.823409 1.424710 -0.373750
H: 4.742863 3.643396 -0.863381
H: 3.845389 5.645755 0.280405
H: 2.064139 5.387508 1.979694
H: 1.047175 3.193370 2.368148
C: -0.163488 -5.666902 5.348612
C: -0.938237 -4.953876 4.293659
C: -2.293775 -4.813826 4.280392
C: -2.885460 -4.122910 3.197808
N: -2.169279 -3.604706 2.222544
C: -0.825701 -3.687798 2.243889
S: 0.172434 -3.023007 1.092732
N: -0.235265 -4.382291 3.289778
C: -4.367490 -3.945898 3.129168
H: -0.828128 -6.171243 6.043873
H: 0.446627 -4.952031 5.903470
H: 0.507158 -6.403369 4.904500
H: -2.897517 -5.224981 5.074804
H: 0.771628 -4.456711 3.265403
H: -4.875643 -4.708037 3.716935
H: -4.698451 -3.993288 2.094018
H: -4.632448 -2.964626 3.528466
F: -0.212123 3.011172 -0.345799
B: -1.451208 3.109789 0.427836
F: -1.693661 4.399653 0.808529
F: -2.468184 2.587482 -0.360668
F: -1.241039 2.256759 1.542479

Cartesian forces (eV/Å) of the 6 atoms listed first:
-1.8 -0.5 1.2
2.3 0.2 -1.7
0.2 0.2 -0.1
-0.4 0.0 0.2
0.1 0.2 -0.2
-0.1 -0.3 0.6

=====

Entry 3:
Formula: C3H10NS
Source: the Open Molecules 2025 dataset
Level of theory: ωB97M-V with the def2-TZVPD basis set

Summary:
LUMO level, eV: -3.74
HOMO level, eV: -14.23
Frontier orbital gap, eV: 10.5
Total charge: +1
Energy above the lowest of the compared OMol25 structures with the same formula, charge and spin, kJ/mol: 138.0

Element x y z (Å)
C: 1.427158 0.747633 -0.311489
N: 1.576366 0.457050 1.059638
H: 2.153250 0.387089 -1.042118
H: 1.009768 1.737973 -0.484485
H: 1.681945 1.252786 1.674716
H: 2.398091 -0.110624 1.261278
C: -1.850997 0.655158 0.136862
S: -0.397018 -0.111725 -0.700597
C: -0.351572 -1.672005 0.227099
H: -2.733365 0.039434 -0.018991
H: -1.513429 0.654707 1.164933
H: -1.993752 1.674164 -0.210639
H: 0.655098 -1.961406 0.561565
H: -0.817968 -2.525589 -0.257147
H: -0.961595 -1.616243 1.125937

Cartesian forces (eV/Å) of the 6 atoms listed first:
-2.7 0.2 1.9
2.0 0.1 0.0
-0.5 -0.2 0.0
0.8 0.2 -0.2
-0.4 0.3 -0.2
-0.3 -0.2 -0.2

=====

Entry 4:
Formula: C5H14
Source: the Open Molecules 2025 dataset
Level of theory: ωB97M-V with the def2-TZVPD basis set

Summary:
LUMO level (alpha / beta), eV: -3.18 / -11.00
HOMO level (alpha / beta), eV: -15.18 / -15.10
2S+1: 2
Frontier orbital gap (alpha / beta), eV: 12.0 / 4.1
Total charge: +1
Energy above the lowest of the compared OMol25 structures with the same formula, charge and spin, kJ/mol: 41.4

Element x y z (Å)
C: -0.474243 1.237425 -0.457650
C: -1.138759 2.531988 -0.553201
C: 0.189172 0.765577 -1.717173
H: 0.192454 1.116929 0.437045
H: -1.280273 0.460573 -0.209258
H: -1.661061 2.824796 0.359535
H: -1.922549 2.422701 -1.354785
H: 0.728449 1.613775 -2.160375
H: 0.960786 0.032376 -1.419632
H: -0.641648 3.407916 -1.011013
H: -0.382335 0.255036 -2.499858
C: 0.486459 -2.488615 0.719173
C: 0.912090 -1.691172 1.928989
H: -0.514559 -2.909266 0.823864
H: 0.407123 -1.847840 -0.171755
H: 1.174460 -3.298607 0.469058
H: 0.119539 -0.995056 2.241537
H: 1.020241 -2.330232 2.798739
H: 1.824662 -1.108295 1.776757

Cartesian forces (eV/Å) of the 6 atoms listed first:
0.1 0.5 -1.9
-1.0 0.1 0.6
1.2 0.2 0.5
-0.6 -0.2 0.6
0.5 -0.5 0.5
0.5 0.2 0.1

=====

Entry 5:
Formula: C3H14N4
Source: the Open Molecules 2025 dataset
Level of theory: ωB97M-V with the def2-TZVPD basis set

Summary:
LUMO level, eV: 0.99
HOMO level, eV: -6.74
Frontier orbital gap, eV: 7.7
Energy above the lowest of the compared OMol25 structures with the same formula, charge and spin, kJ/mol: 380.9

Element x y z (Å)
C: -1.712928 0.662029 1.105529
C: -1.656068 0.902710 -1.260280
C: 0.134993 -1.676501 -1.104918
N: -1.504479 -0.013200 -0.152881
N: 0.081584 -0.609511 -0.128534
H: 0.928160 -0.858958 1.018801
H: -1.524921 0.373264 -2.202234
H: -1.625561 -0.059536 1.917928
H: -0.995031 1.488445 1.272331
H: -2.718125 1.093098 1.146338
H: -2.652849 1.350782 -1.258421
H: -0.924279 1.732993 -1.226631
H: -0.787205 -2.252621 -1.047520
H: 0.968682 -2.337779 -0.864894
H: 0.249051 -1.295353 -2.124283
N: 2.463542 0.774581 1.011128
N: 2.232399 -0.625102 1.214660
H: 3.406440 0.963262 0.681650
H: 2.307900 1.247481 1.896503
H: 2.730337 -1.099932 0.458957
H: 0.598358 0.239849 -0.353227

Cartesian forces (eV/Å) of the 6 atoms listed first:
0.5 0.1 0.5
0.7 0.2 -0.3
0.1 0.1 -0.4
2.1 -1.4 -0.1
-4.7 1.7 0.4
3.9 0.9 -0.2

=====

Entry 6:
Formula: C10H16O
Source: the Open Molecules 2025 dataset
Level of theory: ωB97M-V with the def2-TZVPD basis set

Summary:
LUMO level, eV: 0.79
HOMO level, eV: -8.20
Frontier orbital gap, eV: 9.0
SMILES: CCc1ccc(O)cc1.CC
Energy above the lowest of the compared OMol25 structures with the same formula, charge and spin, kJ/mol: 264.0

Element x y z (Å)
C: -1.332063 -0.037246 3.008143
C: -1.011893 0.634206 1.660021
C: -0.749687 -0.508853 0.671907
C: 0.164221 -1.580731 0.924512
C: 0.569613 -2.503961 -0.122680
C: -0.123867 -2.312197 -1.314603
O: 0.160355 -2.950339 -2.493880
C: -1.179305 -1.394598 -1.434174
C: -1.530260 -0.468637 -0.511396
H: -0.338660 -0.298220 3.390329
H: -1.972194 -0.883938 3.005583
H: -1.941718 0.714336 3.613660
H: -1.771299 1.298536 1.219857
H: -0.083146 1.359362 1.739159
H: 0.625533 -1.296069 1.884991
H: 1.349532 -3.308273 0.128709
H: 1.057094 -3.419642 -2.461046
H: -1.898293 -1.679427 -2.222827
H: -2.186698 0.394352 -0.644310
C: 0.893144 1.826624 -1.113163
C: 2.135340 2.765595 -1.363457
H: 1.202896 0.833793 -0.914676
H: 0.346244 2.242027 -0.185215
H: 0.271800 1.762006 -2.072870
H: 1.895407 3.584062 -2.106642
H: 2.904138 2.029333 -1.803961
H: 2.543764 3.197899 -0.481973

Cartesian forces (eV/Å) of the 6 atoms listed first:
-0.3 3.0 0.7
1.6 -0.2 -0.4
-0.1 0.0 -0.7
-0.4 2.3 -1.0
-0.2 0.8 2.1
0.7 -0.2 0.2

=====

> What is the energy above the lowest of the compared OMol25 structures with the same formula, charge and spin in the fourth record?

41.4 kJ/mol